# 1
Formula: CH2FN2O2
Source: the Open Molecules 2025 dataset
Level of theory: wB97M-V/def2-TZVPD

Structure (ORCA input):
```
! RIJCOSX wB97M-V def2-TZVPD def2/J DEFGRID3
* xyz -1 1
C 1.26809 0.06307 0.14326
N 0.22486 -0.76442 -0.21976
N -1.78161 0.41480 -0.25430
O 2.18239 -0.75200 -0.03597
O 1.12093 1.17484 0.61853
F -2.44222 0.07538 0.95058
H 0.39563 -1.29793 -1.16245
H -0.96806 1.08627 -0.03989
*
```

Summary:
HOMO-LUMO gap (alpha / beta) ... 8.45 / 9.15 eV
Relative energy (zero: lowest compared OMol25 entry of this formula, charge and spin) ... 453.9 kJ/mol
LUMO energy (alpha / beta) ... 4.36 / 4.41 eV

---

# 2
Formula: CH2FNO2
Source: the Open Molecules 2025 dataset
Level of theory: wB97M-V/def2-TZVPD

Structure (ORCA input):
```
! RIJCOSX wB97M-V def2-TZVPD def2/J DEFGRID3
* xyz 0 1
C 1.22271 0.61302 -0.16231
N -1.14171 0.31512 -0.22769
O 1.95009 1.48092 -0.30339
O -1.23289 -1.00003 0.21600
F 1.32974 -0.57431 0.52389
H -1.09147 0.18288 -1.21598
H -1.03647 -1.01759 1.16946
*
```

Summary:
HOMO-LUMO gap (alpha / beta) ... 9.29 / 8.96 eV
Relative energy (zero: lowest compared OMol25 entry of this formula, charge and spin) ... 283.5 kJ/mol
LUMO energy (alpha / beta) ... -0.20 / -0.75 eV

---

Q: Which value of relative energy (zero: lowest compared OMol25 entry of this formula, charge and spin) does entry 2 give?
A: 283.5 kJ/mol

---

Repeat the first record exactly.
Formula: CH2FN2O2
Source: the Open Molecules 2025 dataset
Level of theory: wB97M-V/def2-TZVPD

Structure (ORCA input):
```
! RIJCOSX wB97M-V def2-TZVPD def2/J DEFGRID3
* xyz -1 1
C 1.26809 0.06307 0.14326
N 0.22486 -0.76442 -0.21976
N -1.78161 0.41480 -0.25430
O 2.18239 -0.75200 -0.03597
O 1.12093 1.17484 0.61853
F -2.44222 0.07538 0.95058
H 0.39563 -1.29793 -1.16245
H -0.96806 1.08627 -0.03989
*
```

Summary:
HOMO-LUMO gap (alpha / beta) ... 8.45 / 9.15 eV
Relative energy (zero: lowest compared OMol25 entry of this formula, charge and spin) ... 453.9 kJ/mol
LUMO energy (alpha / beta) ... 4.36 / 4.41 eV

---

Q: Which of these has the lowest relative energy (zero: lowest compared OMol25 entry of this formula, charge and spin)?
A: CH2FNO2

---

Q: Which of these has the lowest relative energy (zero: lowest compared OMol25 entry of this formula, charge and spin)?
A: CH2FNO2